(1)
{
  "formula": "C49H40AsN6O2SZn",
  "method": "the ωB97M-V functional and the def2-TZVPD basis",
  "lumo_ev": -3.33,
  "total_charge": 1,
  "gap_ev": 6.4,
  "energy_ev": -184583.250,
  "largest_force_ha_per_bohr": 0.047,
  "elements": ["Zn", "N", "C", "C", "C", "C", "C", "N", "C", "C", "C", "C", "C", "N", "H", "H", "H", "H", "H", "H", "H", "H", "H", "C", "C", "C", "C", "C", "C", "N", "N", "C", "C", "C", "C", "C", "N", "H", "H", "H", "H", "H", "H", "H", "H", "H", "C", "C", "O", "S", "C", "C", "C", "C", "C", "C", "C", "C", "H", "H", "H", "H", "H", "H", "H", "O", "As", "C", "C", "C", "C", "C", "C", "C", "C", "C", "C", "C", "C", "C", "C", "C", "C", "C", "C", "H", "H", "H", "H", "H", "H", "H", "H", "H", "H", "H", "H", "H", "H", "H"],
  "positions_angstrom": [[0.254348, 0.547624, -0.850677], [-1.163871, 0.728693, 2.512224], [-1.740662, -0.239637, 1.711379], [-2.992944, -0.748041, 2.088808], [-3.593990, -1.690533, 1.285423], [-2.897449, -2.171003, 0.182403], [-1.638916, -1.668221, -0.061812], [-1.079116, -0.696642, 0.654858], [-0.244257, 1.718018, 2.229351], [0.193969, 2.494774, 3.316451], [1.007245, 3.579732, 3.086304], [1.351801, 3.888716, 1.773606], [0.892572, 3.059291, 0.771857], [0.140995, 1.979410, 0.983667], [-1.597769, 0.834241, 3.419626], [-3.481902, -0.391699, 2.984748], [-4.585703, -2.053841, 1.510452], [-3.328697, -2.910543, -0.471345], [-1.030147, -2.022859, -0.879146], [-0.130936, 2.243689, 4.316127], [1.351977, 4.186018, 3.910494], [1.953737, 4.751050, 1.536899], [1.114192, 3.264803, -0.268601], [5.892568, 1.233573, -1.997970], [4.999406, 1.654240, -1.023086], [3.641582, 1.478719, -1.204397], [3.162392, 0.865920, -2.361462], [4.069938, 0.433210, -3.339709], [5.422032, 0.624325, -3.154782], [1.796362, 0.630209, -2.501104], [1.439907, 0.400870, -3.680955], [0.209789, -0.109268, -3.972246], [-0.306355, 0.173646, -5.244241], [-1.466187, -0.457987, -5.639986], [-2.054893, -1.358408, -4.761874], [-1.469228, -1.568537, -3.521387], [-0.362860, -0.968234, -3.120565], [6.953489, 1.380265, -1.856675], [5.365323, 2.128622, -0.123906], [2.930864, 1.821539, -0.469340], [3.687274, -0.059196, -4.221394], [6.117807, 0.296095, -3.912386], [0.212865, 0.875272, -5.877236], [-1.891602, -0.278935, -6.616947], [-2.935222, -1.913267, -5.044317], [-1.906663, -2.274348, -2.828966], [-9.638274, 4.066158, -2.996380], [-8.391090, 3.249275, -2.936613], [-7.412222, 3.378492, -3.611225], [-8.480540, 2.006452, -1.639548], [-6.756616, 1.574949, -1.570701], [-6.145389, 0.947915, -2.644562], [-4.774055, 0.783028, -2.643376], [-4.019217, 1.249799, -1.569591], [-4.657776, 1.796651, -0.453624], [-6.025333, 1.966501, -0.458527], [-2.605329, 1.178915, -1.562783], [-1.397621, 1.207007, -1.496820], [-9.795493, 4.434540, -4.007230], [-9.507484, 4.921186, -2.332824], [-10.493478, 3.491824, -2.651774], [-6.735694, 0.609488, -3.481022], [-4.273279, 0.319587, -3.481526], [-4.061790, 2.112612, 0.391529], [-6.533507, 2.417819, 0.380190], [1.689710, -0.328741, 0.206526], [2.235504, -1.223091, 1.449522], [3.596831, -2.385382, 0.712461], [3.814665, -2.329570, -0.657915], [4.845102, -3.060054, -1.224030], [5.659644, -3.838720, -0.417322], [5.433545, -3.903716, 0.949971], [4.400443, -3.179931, 1.519803], [0.928501, -2.297551, 2.398037], [0.425905, -1.887041, 3.624393], [-0.519775, -2.662108, 4.274750], [-0.962309, -3.841937, 3.695873], [-0.459409, -4.252628, 2.470128], [0.489977, -3.480965, 1.821504], [3.140961, -0.163806, 2.798436], [3.501498, 1.154513, 2.563047], [4.285375, 1.837292, 3.479480], [4.726590, 1.192457, 4.624112], [4.358925, -0.122257, 4.870405], [3.562392, -0.798033, 3.963051], [3.168856, -1.708644, -1.270082], [5.012251, -3.010170, -2.290531], [6.475851, -4.396049, -0.851869], [6.067194, -4.511188, 1.578667], [4.217364, -3.235808, 2.587012], [0.791752, -0.968039, 4.069498], [-0.899455, -2.354264, 5.239619], [-1.687776, -4.452784, 4.213154], [-0.796301, -5.180224, 2.029225], [0.902457, -3.794051, 0.866591], [3.161822, 1.644043, 1.658825], [4.559983, 2.867131, 3.295771], [5.360827, 1.711276, 5.327625], [4.698844, -0.623395, 5.765652], [3.253377, -1.820127, 4.156853]],
  "forces_ev_per_a": [[0.4, -0.3, 0.7], [0.0, 0.0, 0.4], [-0.3, -0.4, -0.3], [0.1, 0.1, -0.1], [0.2, 0.0, 0.0], [0.1, -0.1, -0.1], [-0.3, 0.0, 0.0], [-0.1, 0.1, 0.4], [0.1, 0.5, 0.1], [0.0, 0.0, -0.1], [-0.2, -0.2, -0.1], [0.0, 0.0, -0.1], [0.1, 0.3, 0.2], [-0.1, -0.3, 0.2], [0.1, -0.1, -0.2], [0.0, 0.1, 0.0], [0.0, 0.0, 0.1], [0.0, -0.1, -0.1], [0.0, -0.1, -0.2], [0.0, 0.0, 0.1], [0.0, 0.0, 0.1], [0.0, 0.1, 0.0], [0.1, 0.1, 0.0], [-0.1, 0.0, 0.0], [0.1, 0.1, 0.0], [-0.4, -0.1, -0.3], [1.5, 0.3, -0.1], [-0.3, 0.0, 0.2], [0.1, 0.1, 0.0], [-1.7, -0.6, -0.8], [2.1, 1.0, 0.7], [-1.8, -0.8, -0.3], [0.2, 0.0, 0.4], [-0.1, -0.1, 0.2], [0.1, 0.1, -0.1], [-0.2, -0.1, -0.2], [0.6, 0.3, -0.1], [0.1, 0.0, 0.0], [0.0, 0.0, 0.1], [0.0, 0.0, 0.1], [0.1, 0.0, 0.0], [0.0, 0.0, 0.0], [0.1, 0.0, -0.1], [0.0, 0.0, 0.0], [-0.1, 0.0, 0.0], [-0.1, 0.0, 0.0], [-0.1, 0.2, -0.2], [0.3, -0.3, 0.3], [-0.1, 0.3, -0.3], [0.1, -0.3, 0.2], [-0.5, 0.1, 0.0], [0.0, -0.1, 0.1], [0.0, 0.1, 0.0], [-0.3, -0.1, 0.2], [0.0, 0.0, -0.1], [0.0, 0.0, 0.0], [0.2, 0.2, -0.2], [-0.3, 0.2, -0.5], [0.0, 0.0, 0.0], [0.0, 0.0, 0.0], [-0.1, 0.0, 0.0], [-0.1, 0.0, -0.1], [0.0, 0.0, -0.1], [0.0, 0.0, 0.0], [0.0, 0.1, 0.1], [-0.1, 0.7, -1.1], [0.8, -1.0, 1.3], [-0.2, 0.1, 0.0], [-0.3, 0.2, 0.0], [0.0, 0.0, 0.0], [0.0, 0.0, 0.0], [0.0, 0.0, 0.1], [-0.2, 0.0, 0.1], [0.3, 0.2, -0.2], [0.2, 0.2, 0.0], [0.0, 0.0, 0.0], [0.0, 0.0, 0.0], [0.0, 0.0, 0.0], [0.2, 0.0, -0.2], [-0.1, -0.2, -0.2], [-0.2, 0.0, -0.3], [0.0, 0.0, 0.0], [0.0, 0.0, 0.0], [0.0, 0.0, 0.1], [-0.1, -0.2, -0.1], [0.1, 0.0, 0.0], [0.0, 0.0, 0.0], [0.1, -0.1, 0.0], [0.0, -0.1, 0.0], [0.1, 0.0, 0.0], [-0.1, 0.0, 0.1], [0.0, 0.0, 0.0], [-0.1, 0.0, 0.0], [0.0, 0.0, 0.0], [-0.1, -0.1, 0.1], [0.0, 0.0, 0.0], [0.0, 0.0, 0.0], [0.0, 0.1, 0.1], [0.0, 0.0, 0.0], [0.1, 0.0, 0.1]]
}

=====

(2)
{
  "formula": "C49H40IN3O6P2SrTe",
  "method": "the ωB97M-V functional and the def2-TZVPD basis",
  "lumo_ev": 3.69,
  "de_lowest_ev": 0.939,
  "total_charge": -2,
  "gap_ev": 3.3,
  "energy_ev": -103031.912,
  "largest_force_ha_per_bohr": 0.014,
  "elements": ["Sr", "C", "C", "N", "C", "C", "C", "O", "C", "C", "N", "C", "C", "C", "C", "C", "C", "I", "C", "O", "H", "H", "H", "H", "H", "H", "H", "H", "H", "H", "H", "H", "O", "P", "C", "P", "O", "C", "C", "C", "C", "C", "C", "C", "C", "C", "C", "C", "C", "C", "C", "C", "C", "C", "C", "C", "C", "C", "C", "C", "C", "H", "H", "H", "H", "H", "H", "H", "H", "H", "H", "H", "H", "H", "H", "H", "H", "H", "H", "H", "H", "H", "H", "O", "C", "O", "C", "C", "C", "C", "C", "C", "C", "C", "C", "N", "H", "H", "H", "H", "H", "H", "Te"],
  "positions_angstrom": [[-0.912923, 1.239728, -0.949945], [1.827589, 3.307636, 2.315736], [0.405990, 3.258697, 2.783076], [0.143875, 3.470481, 4.041784], [-1.132933, 3.371385, 4.465200], [-2.178027, 3.026974, 3.647370], [-3.549930, 2.956092, 4.266625], [-4.376802, 4.074815, 3.912654], [-1.936894, 2.781591, 2.263838], [-3.087877, 2.369764, 1.461668], [-3.167580, 2.053334, 0.222278], [-4.482583, 1.898261, -0.304441], [-5.482620, 2.767677, 0.149519], [-6.792056, 2.697133, -0.288194], [-7.134447, 1.748357, -1.233249], [-6.153156, 0.918967, -1.741120], [-4.830575, 0.991724, -1.311422], [-3.569056, -0.312572, -2.351376], [-0.604156, 2.932737, 1.786813], [-0.204892, 2.760698, 0.593486], [2.471918, 3.602088, 3.141930], [1.941717, 3.996612, 1.476025], [2.126054, 2.322675, 1.944743], [-1.307449, 3.564861, 5.518090], [-3.452047, 2.996150, 5.351459], [-4.052847, 2.016579, 4.017974], [-4.147864, 4.337053, 3.017246], [-4.005798, 2.336720, 2.049490], [-5.216182, 3.543940, 0.852582], [-7.525959, 3.390759, 0.102238], [-8.151254, 1.663004, -1.596179], [-6.411712, 0.193027, -2.500000], [-0.181955, -0.248516, 1.154570], [-0.194059, -1.730072, 1.333121], [-0.344946, -2.563670, -0.304507], [0.667824, -1.931921, -1.635467], [0.521322, -0.475900, -1.929055], [0.251503, -2.878357, -3.121548], [0.538256, -2.281126, -4.346514], [0.248102, -2.944709, -5.526223], [-0.334667, -4.205397, -5.491433], [-0.635454, -4.798186, -4.273383], [-0.346295, -4.136712, -3.090076], [2.403585, -2.323096, -1.305719], [2.991189, -3.521111, -1.696829], [4.319912, -3.776496, -1.392251], [5.066136, -2.835298, -0.699598], [4.485780, -1.632862, -0.315208], [3.161252, -1.376453, -0.619250], [1.484069, -2.134804, 1.942164], [2.160509, -1.139593, 2.644216], [3.403301, -1.391141, 3.203607], [3.987529, -2.642760, 3.068363], [3.312404, -3.647749, 2.387864], [2.064241, -3.399590, 1.842348], [-1.289651, -2.536413, 2.478076], [-1.143642, -1.977077, 3.807904], [-1.304890, -2.749187, 4.925113], [-1.492365, -4.142571, 4.864268], [-1.415390, -4.726007, 3.594392], [-1.238122, -3.986462, 2.450876], [-1.421320, -2.402836, -0.520194], [-0.173161, -3.637351, -0.187069], [0.965339, -1.285942, -4.362214], [0.463446, -2.470297, -6.475327], [-0.569756, -4.718545, -6.415684], [-1.111563, -5.770006, -4.242531], [-0.609668, -4.591556, -2.143767], [2.414462, -4.258581, -2.243504], [4.770193, -4.713879, -1.695309], [6.100653, -3.038531, -0.451084], [5.059113, -0.902721, 0.241123], [2.696579, -0.450616, -0.309286], [1.700100, -0.163130, 2.734440], [3.914505, -0.605831, 3.748413], [4.962155, -2.839194, 3.500741], [3.756244, -4.631684, 2.289407], [1.537246, -4.200448, 1.339170], [-1.032536, -0.901952, 3.903072], [-1.274289, -2.251828, 5.891365], [-1.620516, -4.738263, 5.758075], [-1.492061, -5.806323, 3.491793], [-1.264630, -4.495683, 1.493454], [-2.039166, 4.020324, -4.434184], [-1.458848, 3.398601, -3.540889], [-1.921190, 2.625667, -2.664297], [0.080191, 3.577850, -3.483413], [0.707969, 4.469614, -4.390247], [2.060784, 4.619495, -4.352784], [2.813350, 3.892440, -3.397858], [4.215845, 3.987963, -3.271013], [4.876538, 3.272015, -2.307945], [4.163961, 2.437895, -1.427315], [2.803981, 2.321634, -1.530330], [2.102096, 3.036047, -2.524971], [0.753976, 2.886876, -2.599486], [0.062855, 4.990101, -5.083592], [2.577795, 5.288431, -5.032630], [4.757341, 4.642264, -3.945715], [5.952722, 3.350284, -2.211732], [4.699245, 1.890781, -0.661288], [2.228302, 1.704637, -0.853895], [-3.403320, -1.681397, 1.312758]],
  "forces_ev_per_a": [[-0.3, -0.2, 0.1], [0.0, 0.0, 0.0], [-0.3, 0.0, -0.2], [0.1, 0.1, 0.2], [-0.1, 0.0, -0.1], [0.1, 0.0, 0.0], [0.1, -0.1, 0.0], [-0.1, 0.0, 0.1], [-0.1, -0.1, -0.1], [0.1, 0.0, 0.3], [-0.1, -0.1, -0.5], [0.6, 0.2, 0.3], [-0.2, 0.0, 0.0], [0.1, 0.0, 0.0], [-0.2, 0.0, 0.0], [0.1, -0.1, -0.1], [-0.3, 0.0, -0.1], [0.0, 0.1, 0.1], [0.2, -0.1, 0.5], [0.0, 0.5, 0.1], [0.0, 0.0, 0.0], [0.0, 0.0, 0.0], [0.0, 0.0, 0.0], [0.0, 0.0, 0.0], [0.0, 0.0, 0.0], [0.0, 0.0, 0.0], [0.1, 0.0, -0.1], [-0.1, 0.0, -0.1], [0.1, 0.0, 0.0], [0.0, 0.0, 0.0], [0.0, 0.0, 0.0], [0.0, 0.0, 0.0], [-0.1, 0.6, -0.3], [0.3, -0.1, -0.3], [0.0, -0.1, 0.2], [0.0, -0.3, 0.1], [0.1, 0.1, -0.1], [-0.1, -0.2, 0.1], [0.0, 0.0, 0.0], [0.0, 0.0, -0.1], [0.0, 0.0, 0.0], [0.0, 0.0, -0.1], [0.1, 0.1, 0.1], [0.0, 0.0, -0.1], [-0.1, 0.0, 0.0], [0.1, 0.0, 0.0], [0.0, 0.1, 0.0], [0.1, -0.1, 0.0], [0.0, 0.0, 0.0], [0.0, -0.2, 0.1], [0.0, 0.0, -0.1], [0.1, 0.0, 0.0], [0.0, 0.0, 0.0], [0.1, 0.0, 0.0], [-0.1, 0.1, 0.0], [0.0, 0.0, -0.3], [-0.1, 0.2, 0.2], [0.0, 0.0, 0.1], [0.0, 0.0, -0.1], [0.0, -0.1, 0.1], [-0.1, -0.2, -0.1], [0.0, 0.0, -0.1], [0.0, 0.0, 0.0], [0.0, 0.0, 0.0], [0.0, 0.0, 0.0], [0.0, 0.0, 0.0], [0.0, 0.0, 0.0], [0.0, 0.0, 0.0], [0.0, 0.0, 0.0], [0.0, 0.0, 0.0], [0.0, 0.0, 0.0], [0.0, 0.0, 0.0], [0.0, 0.0, 0.0], [0.0, 0.0, 0.0], [0.0, 0.0, 0.0], [0.0, 0.0, 0.0], [0.0, 0.0, 0.0], [0.0, 0.0, 0.0], [0.0, 0.0, 0.0], [0.0, 0.0, 0.0], [0.0, 0.0, 0.0], [0.0, 0.0, 0.0], [0.0, 0.0, 0.0], [0.0, 0.1, 0.0], [0.2, -0.2, 0.2], [-0.1, 0.3, -0.4], [0.0, -0.1, 0.0], [0.1, 0.0, 0.0], [-0.1, 0.0, 0.0], [-0.1, -0.1, 0.1], [0.1, 0.0, 0.1], [0.1, 0.2, -0.2], [-0.2, -0.1, 0.1], [0.2, 0.0, 0.0], [0.1, 0.2, -0.1], [-0.3, -0.1, 0.1], [0.0, 0.0, 0.0], [0.0, 0.0, 0.0], [0.0, 0.0, 0.0], [0.0, 0.0, 0.0], [0.0, 0.0, 0.0], [0.0, 0.0, 0.0], [0.1, -0.1, 0.1]]
}